DFT (wB97M-V/def2-TZVPD) results for one molecule with the formula C3H6F3P.

```
! RIJCOSX wB97M-V def2-TZVPD def2/J DEFGRID3
* xyz 0 3
C 0.70796 0.08259 -0.99597
C -0.94198 1.07501 0.58443
C -0.27249 1.12813 -0.84950
F 1.59702 -2.42829 -0.82179
F 2.23683 -0.80668 0.85335
F 0.54707 -2.18403 1.41342
P 0.87707 -1.27197 0.03115
H -0.43727 -1.63589 -0.33859
H -1.69101 0.23978 0.80147
H -1.63363 1.98480 0.77159
H -0.12662 0.86663 1.19857
H -1.01250 0.91256 -1.59349
H 0.14954 2.03738 -1.05463
*
```

Summary:
E_LUMO (alpha / beta) = 0.8 / -2.1 eV
⟨S²⟩ = 2.01
energy relative to the best compared isomer or geometry (same formula, charge and spin) = 0.0 kcal/mol
E_HOMO (alpha / beta) = -9.1 / -11.8 eV
calculated total energy = -758.75759 Eh



DFT (wB97M-V/def2-TZVPD) results for one molecule with the formula C5H9NO.

```
! RIJCOSX wB97M-V def2-TZVPD def2/J DEFGRID3
* xyz 0 1
C 1.80369 0.36844 0.65840
C 0.79378 0.24815 -0.42490
N -0.59971 -1.63765 -0.21736
C -1.04630 -0.71703 0.85394
C -0.61290 0.16298 -0.26744
O -0.38950 1.85774 -0.45604
C -1.23346 -0.76913 -1.23972
H 2.40169 -0.55010 0.67793
H 2.48390 1.19715 0.43911
H 1.35490 0.51716 1.64257
H 1.16948 0.22064 -1.44612
H -0.46350 -0.75106 1.77816
H -2.12702 -0.72006 1.05658
H -0.38864 2.22507 0.44330
H -0.81135 -0.83912 -2.24578
H -2.33228 -0.77993 -1.25185
*
```

Summary:
E_LUMO (alpha / beta) = 0.2 / 0.2 eV
energy relative to the best compared isomer or geometry (same formula, charge and spin) = 150.6 kcal/mol
E_HOMO (alpha / beta) = -7.5 / -7.5 eV
calculated total energy = -325.69751 Eh



DFT (wB97M-V/def2-TZVPD) results for a 4-piece molecular cluster, C3H14NO4 overall.

```
! RIJCOSX wB97M-V def2-TZVPD def2/J DEFGRID3
* xyz -1 1
C 0.07927 1.35516 -0.27053
N 0.37463 0.05367 -0.88514
C 0.58930 -1.01357 0.15547
O -0.38845 -1.08582 1.09375
C -1.03329 2.05973 -1.01011
H 1.01068 1.93734 -0.29086
H -0.22112 1.20178 0.76765
H -0.43529 -0.25069 -1.40937
H 0.66970 -1.94067 -0.44689
H 1.58315 -0.79075 0.59936
H -0.74419 2.37007 -2.01665
H -1.90156 1.42501 -1.08236
H -1.32001 3.00760 -0.55604
H 3.05320 -0.38552 -1.62022
H 2.23422 0.77332 -2.02617
O 3.13790 0.43566 -2.12563
H -1.75881 -1.33019 0.49385
H -3.33520 -1.60101 0.77987
O -2.69147 -1.49175 0.07606
H 0.22913 -0.98817 3.72981
H 0.29061 -1.88829 2.54843
O 0.57758 -1.85291 3.49572
*
```

Summary:
E_LUMO = 3.8 eV
energy relative to the best compared isomer or geometry (same formula, charge and spin) = 9.9 kcal/mol
E_HOMO = -4.5 eV
calculated total energy = -478.45738 Eh



DFT (wB97M-V/def2-TZVPD) results for a 2-piece molecular cluster, C4H9NO2 overall.

```
! RIJCOSX wB97M-V def2-TZVPD def2/J DEFGRID3
* xyz 0 1
C -0.25408 -0.91154 -1.83238
C -0.06872 -1.12720 -0.35979
C 1.08685 -1.02767 0.28931
O 1.17208 -1.26232 1.64394
N -1.39735 1.30661 0.20278
C -0.63635 1.79668 1.08662
O 0.70180 1.73618 0.98195
H -1.20807 -0.40760 -2.01856
H -0.25410 -1.86356 -2.37307
H 0.54310 -0.28711 -2.25240
H -0.95083 -1.35898 0.23310
H 2.02729 -0.80435 -0.22512
H 0.87816 1.09879 0.26249
H 1.59298 -0.50283 2.07017
H -2.37262 1.39583 0.46775
H -0.94178 2.30370 2.00698
*
```

Summary:
E_LUMO = 0.9 eV
energy relative to the best compared isomer or geometry (same formula, charge and spin) = 51.6 kcal/mol
E_HOMO = -8.9 eV
calculated total energy = -363.00335 Eh



DFT (wB97M-V/def2-TZVPD) results for a 2-piece molecular cluster, C9H14 overall.

```
! RIJCOSX wB97M-V def2-TZVPD def2/J DEFGRID3
* xyz 0 1
C 1.24675 -1.81970 1.63090
C 0.51205 -2.75888 2.66541
H 1.57344 -0.81701 1.86822
H 1.97745 -2.37161 1.04336
H 0.56435 -1.78374 0.74338
H 0.75784 -3.74971 2.27765
H 1.22584 -2.78362 3.49360
H -0.49496 -2.43353 2.79956
C -1.37509 -0.77880 -0.74634
C 0.24623 3.09452 -1.63933
C -1.08585 2.92209 -1.24792
C 1.09928 1.98618 -1.65916
C -1.56854 1.67976 -0.82240
C 0.57605 0.73605 -1.29941
C -0.75358 0.54729 -1.00298
H 0.66843 4.07825 -1.78294
H -1.56738 3.83314 -0.91333
H 2.15281 2.16449 -1.76098
H -2.49976 1.68920 -0.28504
H 1.38141 0.00244 -1.29239
H -0.75270 -1.53553 -1.24103
H -2.38242 -0.89647 -1.14988
H -1.50166 -1.00481 0.32105
*
```

Summary:
E_LUMO = 1.0 eV
energy relative to the best compared isomer or geometry (same formula, charge and spin) = 31.4 kcal/mol
E_HOMO = -9.0 eV
calculated total energy = -351.28012 Eh



DFT (wB97M-V/def2-TZVPD) results for a 2-piece molecular cluster, C4H4ClIO overall.

```
! RIJCOSX wB97M-V def2-TZVPD def2/J DEFGRID3
* xyz 0 1
C 0.54813 -0.68310 -0.20844
C 0.15332 0.23868 0.74581
C 1.53467 -2.01429 -0.72154
C -0.12148 1.29888 1.42433
O 1.04190 -2.82536 -1.43669
Cl 3.23169 -2.12735 -0.29313
I -3.57206 2.17766 -0.81854
H -0.20229 -0.57674 -1.00490
H 0.53238 2.18980 1.40956
H -2.33379 1.11389 -1.30016
H -0.81247 1.20792 2.20368
*
```

Summary:
E_LUMO = 0.0 eV
energy relative to the best compared isomer or geometry (same formula, charge and spin) = 57.5 kcal/mol
E_HOMO = -10.1 eV
calculated total energy = -987.81623 Eh